# 1
Formula: C4H10N2O2
Source: the Open Molecules 2025 dataset
Level of theory: ωB97M-V/def2-TZVPD

Atoms and positions in Å:
O: 1.04808 -2.25351 -2.20096
O: -0.75743 0.98307 1.56506
N: -0.80246 -1.13617 -1.51753
N: 0.66844 1.02385 -0.69808
C: 1.20751 -0.34657 -0.37548
C: -0.18514 -1.96633 -2.37512
C: -0.82093 2.07380 2.43173
C: -0.09734 -1.20779 -0.20330
H: -0.81270 -0.59122 0.42746
H: -1.32096 1.77399 3.42901
H: 0.22602 2.36259 2.62304
H: 0.16367 -2.22498 0.02321
H: 1.79323 -0.26407 0.50456
H: -1.52492 2.86263 2.05417
H: 0.02552 0.90838 -1.43360
H: 0.08029 1.29438 0.11809
H: -0.60988 -2.54919 -3.13605
H: 1.71900 -0.74286 -1.23620

Forces on the atoms, in the same order (eV/Å):
O -2.0 -0.3 -1.3
O -0.4 0.6 0.5
N 0.8 -1.2 0.5
N 2.2 -0.7 1.1
C -2.3 2.9 -1.2
C 3.8 -0.8 2.1
C -0.9 -1.9 -0.1
C -2.1 1.8 -1.1
H 1.3 -1.2 0.3
H 0.7 0.4 -0.7
H -0.3 1.0 0.3
H -0.1 -0.5 0.4
H 0.4 -0.2 1.0
H 0.8 0.2 0.1
H -0.8 -0.1 -1.2
H 0.1 0.0 0.5
H -1.6 0.0 -1.5
H 0.4 0.0 0.3

Properties
2S+1: 2
Orbital gap (spin up / spin down): 7.05 / 4.28 eV
Charge: -1
LUMO energy (spin up / spin down): 3.822 / 1.353 eV
Relative energy (zero: lowest compared OMol25 entry of this formula, charge and spin): 382.3 kJ/mol
Total energy: -418.27462 hartree

***

# 2
Formula: C22H20IrN6O5
Source: the Open Molecules 2025 dataset
Level of theory: ωB97M-V/def2-TZVPD

Atoms and positions in Å:
Ir: 0.54465 -0.74585 0.57437
O: 2.16030 0.20385 1.03128
O: -0.42815 -2.39279 -0.10835
O: -6.21078 -3.16969 0.73368
O: -5.66915 0.41385 -1.18697
O: 1.16638 -0.81347 -1.34392
N: -0.17102 -0.29552 4.60678
N: -0.14881 -2.67840 -1.35090
N: -1.11983 0.24733 0.04994
N: 0.64089 -1.89043 -1.92737
N: -5.06150 -1.35452 0.06627
N: -0.02926 -0.78074 2.50258
C: -3.45374 0.42497 -0.36712
C: 1.80930 -2.57863 -5.89250
C: 0.55036 -0.09825 3.48126
C: 1.96189 -1.28610 -3.86842
C: -1.13053 -1.43340 3.01702
C: -2.33168 -0.31951 -0.05632
C: -6.35097 -2.00662 -0.04564
C: 3.69546 1.52717 2.17553
C: 4.13831 2.17418 3.30790
C: -4.82860 -0.17473 -0.53495
C: 0.47940 -3.20674 -3.98681
C: 2.50836 0.78979 2.19350
C: 2.23866 1.37689 4.52344
C: 1.03340 -2.13778 -3.29657
C: 1.76518 0.70074 3.38930
C: 0.87821 -3.41852 -5.29478
C: 3.40538 2.10492 4.49125
C: -3.31264 1.78767 -0.59324
C: -2.05970 2.36298 -0.48024
C: -0.98172 1.56508 -0.15677
C: -1.23126 -1.12546 4.33060
C: 2.34735 -1.51848 -5.18073
H: -6.55782 -2.23058 -1.09549
H: 0.04449 0.09409 5.50756
H: 0.02124 1.95800 -0.06074
H: 0.45810 -4.24644 -5.84905
H: -1.90511 3.41913 -0.64540
H: 3.07365 -0.86464 -5.64343
H: 2.37177 -0.46741 -3.29824
H: 4.24589 1.57055 1.24599
H: -4.18768 2.36302 -0.86472
H: -7.13351 -1.34392 0.33435
H: -1.92939 -1.43804 5.08545
H: 2.11442 -2.75369 -6.91516
H: -2.35738 -1.39276 0.06428
H: -1.72206 -2.10182 2.41588
H: -0.24166 -3.85502 -3.51280
H: 1.68783 1.33471 5.45483
H: -4.39828 -1.80075 0.67594
H: 3.74926 2.61552 5.37954
H: 5.05860 2.74198 3.27514
H: -7.02693 -3.67730 0.70035

Forces on the atoms, in the same order (eV/Å):
Ir 0.2 -0.2 -0.3
O 0.0 0.4 0.5
O -0.2 0.1 -0.1
O 0.0 0.0 0.0
O 0.0 0.0 0.0
O 0.0 -0.1 -0.2
N 0.0 0.0 0.0
N 0.1 0.1 -0.1
N 0.0 -0.2 0.0
N -0.1 -0.1 0.2
N 0.0 0.0 -0.1
N 0.1 0.0 -0.1
C 0.0 0.0 0.0
C 0.0 0.0 0.0
C 0.1 0.1 0.1
C 0.0 0.0 0.0
C 0.0 0.0 0.1
C 0.0 0.0 0.0
C 0.0 0.0 0.0
C 0.0 0.0 0.1
C 0.0 0.0 0.0
C 0.0 0.0 0.0
C 0.0 0.0 0.0
C -0.1 -0.1 0.0
C 0.0 0.0 0.0
C 0.0 0.0 0.0
C 0.0 0.0 -0.1
C 0.0 0.0 0.0
C 0.0 0.0 0.0
C 0.0 0.0 0.0
C 0.0 0.0 0.0
C 0.0 0.1 0.0
C 0.1 -0.1 0.0
C 0.0 0.0 0.0
H 0.0 0.0 0.0
H 0.0 0.0 0.0
H 0.0 0.0 0.0
H 0.0 0.0 0.0
H 0.0 0.0 0.0
H 0.0 0.0 0.0
H 0.0 0.0 0.0
H 0.0 0.0 0.0
H 0.0 0.0 0.0
H 0.0 0.0 0.0
H 0.0 0.0 0.0
H 0.0 0.0 0.0
H 0.0 0.0 0.1
H 0.0 0.0 0.0
H 0.0 0.0 0.0
H 0.0 0.0 0.0
H 0.0 0.0 0.0
H 0.0 0.0 0.0
H 0.0 0.0 0.0
H 0.0 0.0 0.0

Properties
Orbital gap: 7.78 eV
Charge: +1
LUMO energy: -3.234 eV
Relative energy (zero: lowest compared OMol25 entry of this formula, charge and spin): 0.0 kJ/mol
Total energy: -1659.16354 hartree

***

# 3
Formula: C4H5NO
Source: the Open Molecules 2025 dataset
Level of theory: ωB97M-V/def2-TZVPD

Atoms and positions in Å:
O: -1.23828 0.14367 1.73409
N: 1.27148 -0.94697 -2.02225
C: 0.34728 -0.95804 -1.33020
C: -0.77694 -0.87514 -0.37210
C: 0.66692 1.06796 0.57792
C: -0.50497 0.11764 0.76961
H: 1.61145 0.51080 0.61251
H: 0.60652 1.51577 -0.41255
H: -1.67567 -0.54833 -0.91399
H: -0.99885 -1.87763 0.01410
H: 0.69105 1.85027 1.34287

Forces on the atoms, in the same order (eV/Å):
O 0.5 -0.2 -0.8
N -0.8 -0.1 0.5
C 0.4 0.1 -0.2
C 0.2 -0.3 -0.5
C -0.1 -0.1 0.3
C -0.1 0.5 0.7
H -0.2 0.0 -0.1
H 0.1 0.1 -0.1
H 0.2 0.0 0.2
H 0.1 0.3 0.1
H -0.2 -0.3 -0.1

Properties
Orbital gap: 11.06 eV
Charge: 0
LUMO energy: 0.657 eV
Structure (SMILES): CC(=O)CC#N
Relative energy (zero: lowest compared OMol25 entry of this formula, charge and spin): 40.8 kJ/mol
Total energy: -285.39905 hartree

***

# 4
Formula: C4H12
Source: the Open Molecules 2025 dataset
Level of theory: ωB97M-V/def2-TZVPD

Atoms and positions in Å:
C: 1.20904 -2.03135 0.11436
C: 0.14531 1.94610 0.35075
C: -0.29657 -2.13815 0.19247
C: -1.01552 2.16595 -0.62609
H: 1.09897 1.80273 -0.15723
H: 1.72236 -2.20887 1.06528
H: -0.78676 -2.08701 -0.78602
H: -0.16646 1.21259 1.08427
H: -0.82384 -1.50760 0.89829
H: -1.94180 1.70071 -0.32071
H: -1.15663 3.25096 -0.73146
H: 0.33434 2.81340 1.00003
H: 1.44531 -1.03225 -0.24404
H: 1.64783 -2.75485 -0.56655
H: -0.64708 -3.15936 0.40818
H: -0.76849 2.02701 -1.68155

Forces on the atoms, in the same order (eV/Å):
C 0.1 0.3 0.2
C -0.3 0.7 0.4
C -1.1 -1.8 -0.5
C 0.7 1.9 -0.6
H -0.1 -0.7 0.2
H -0.3 0.2 0.0
H 0.3 0.9 -0.1
H 0.6 -0.8 -0.2
H 0.3 0.4 0.0
H -0.1 -0.1 -0.2
H -0.6 0.0 0.6
H -0.3 0.1 -0.4
H 0.4 0.1 0.0
H -0.2 -0.1 -0.3
H 0.5 0.0 0.6
H 0.0 -1.2 0.2

Properties
Orbital gap: 12.35 eV
Charge: 0
LUMO energy: 1.171 eV
Structure (SMILES): CC.CC
Relative energy (zero: lowest compared OMol25 entry of this formula, charge and spin): 51.8 kJ/mol
Total energy: -159.56524 hartree

***

# 5
Formula: C23H26N2OS
Source: the Open Molecules 2025 dataset
Level of theory: ωB97M-V/def2-TZVPD

Atoms and positions in Å:
S: -2.10982 -0.92101 2.50268
O: 5.60072 -2.69160 1.37077
N: -2.69783 -2.60111 2.49811
N: -0.84264 -0.78882 1.28042
C: -3.16899 1.47417 -3.99387
C: -0.41999 4.65671 2.07600
C: -3.03098 2.52242 -3.08447
C: -2.03222 -4.87285 0.92981
C: -2.27927 6.56662 1.25184
C: 4.29790 -1.96960 1.50678
C: -1.90786 -3.28511 1.40075
C: 2.31705 -0.97501 -0.15143
C: 5.39077 -4.14136 1.23684
C: -2.51766 5.21276 1.01422
C: -2.32076 -0.06995 -2.34109
C: 1.33567 -1.81679 -1.20967
C: 3.82809 -1.60499 -0.04141
C: -2.54390 2.27414 -1.80148
C: 0.01152 -4.28355 -0.95353
C: -1.04764 -5.35243 -0.30146
C: -2.18631 0.97770 -1.43053
C: -1.11461 6.96434 1.90784
C: -0.18412 6.01023 2.31862
C: -0.82606 -2.20282 0.73286
C: 0.18131 -2.70556 -0.45809
C: -1.58901 4.25835 1.42831
C: -2.81657 0.17676 -3.62098
H: -1.80308 0.78447 -0.43201
H: -2.03965 -1.07975 -2.05271
H: 4.77948 -4.54322 2.16457
H: -1.14845 -6.45863 -0.67029
H: 4.56133 -0.99332 2.13878
H: -0.93140 8.01898 2.09844
H: 2.06936 -2.60225 -1.72919
H: 2.44262 0.09718 -0.65395
H: -3.42701 4.90216 0.50642
H: -3.30413 3.53370 -3.37577
H: 6.44199 -4.68467 1.28820
H: 4.92018 -4.46679 0.19570
H: 0.30655 3.91331 2.39254
H: 0.91157 -1.12225 -2.07407
H: 4.59607 -0.77539 -0.41077
H: -2.92752 -0.64086 -4.32801
H: -3.00133 7.31061 0.92705
H: -2.44171 3.09012 -1.09147
H: 0.72454 6.32050 2.82772
H: 3.50182 -2.57554 2.11378
H: 0.71797 -4.67938 -1.81852
H: -1.77613 3.20317 1.24535
H: -3.55079 1.66743 -4.99286
H: 1.82386 -0.81321 0.89925
H: 4.00488 -2.58103 -0.66860
H: -2.77787 -5.63699 1.43254

Forces on the atoms, in the same order (eV/Å):
S 1.1 -3.0 -2.0
O -2.2 -1.2 0.3
N 4.4 0.6 -4.6
N -2.8 -6.7 0.3
C 0.1 -0.1 0.2
C -0.1 0.1 0.0
C 0.0 -0.1 0.0
C 3.3 1.4 -3.0
C 0.1 -0.1 0.1
C 0.6 0.7 -0.6
C 0.1 1.5 0.8
C 0.1 0.8 -1.1
C 0.7 -0.9 0.2
C 0.2 0.1 0.1
C 0.0 0.1 0.0
C 0.5 -0.9 0.5
C 0.5 0.5 1.0
C 0.0 -0.2 -0.2
C -1.3 2.2 2.5
C -1.3 4.0 2.9
C -0.1 0.1 -0.1
C 0.0 -0.2 0.0
C -0.2 -0.1 -0.1
C 0.2 0.0 -0.3
C -1.7 -3.8 -0.1
C 0.0 0.2 0.0
C 0.0 0.2 0.1
H 0.0 0.0 -0.2
H 0.0 0.1 0.0
H 0.9 0.7 -2.0
H 0.4 2.5 0.7
H -0.7 -2.1 -1.5
H 0.0 -0.2 0.0
H -1.8 1.6 1.0
H -0.4 -2.2 1.3
H 0.1 0.0 0.1
H 0.0 -0.2 0.0
H -2.1 1.4 -0.1
H 0.7 0.8 2.2
H -0.1 0.1 0.0
H 0.6 -1.4 2.1
H -1.6 -2.0 0.7
H 0.0 0.1 0.1
H 0.1 -0.1 0.1
H 0.0 -0.1 -0.1
H -0.1 0.0 -0.1
H 1.5 0.9 -1.3
H -1.6 1.0 2.1
H 0.0 0.1 0.0
H 0.1 0.0 0.1
H 0.9 -0.5 -2.1
H -0.6 2.0 1.1
H 1.7 2.0 -1.1

Properties
Orbital gap: 6.80 eV
Charge: 0
LUMO energy: -1.657 eV
Structure (SMILES): COCCCCc1cccc2nsnc12.c1ccccc1.c1ccccc1
Relative energy (zero: lowest compared OMol25 entry of this formula, charge and spin): 1245.5 kJ/mol
Total energy: -1474.51806 hartree

***

# 6
Formula: C3H9N4O
Source: the Open Molecules 2025 dataset
Level of theory: ωB97M-V/def2-TZVPD

Atoms and positions in Å:
O: 1.74832 -0.35814 -2.83965
N: 0.96714 1.33472 -1.39157
N: -0.53866 -2.10407 0.27102
N: 0.31981 -0.93504 -0.01860
N: -0.78454 0.09475 1.67598
C: -0.51417 0.25713 0.25744
C: 1.29712 0.35822 -2.08372
C: 0.48382 1.37364 0.00275
H: -0.05199 2.27350 0.10528
H: 0.02119 -0.23843 2.11027
H: -1.60374 0.29942 -0.28760
H: 0.01642 -2.86588 0.47332
H: 0.84572 2.24581 -1.94473
H: 1.26199 1.40827 0.70831
H: -1.18945 0.83351 2.14898
H: -1.41778 -2.26624 -0.40055
H: -0.86120 -1.71118 1.21307

Forces on the atoms, in the same order (eV/Å):
O -0.2 0.0 -0.2
N -1.0 4.0 -0.2
N -3.2 3.9 -0.2
N -0.5 0.6 -2.1
N -1.1 -0.6 -1.6
C -0.2 -2.6 0.3
C 0.7 -2.6 -0.2
C -2.0 -0.4 -0.9
H -0.5 1.4 -0.1
H 1.8 -0.2 1.0
H 2.6 0.3 0.8
H 1.4 -2.3 -0.2
H 0.4 -1.7 0.9
H 1.2 -0.5 0.6
H -1.2 1.7 1.2
H 2.4 0.0 1.7
H -0.8 -1.0 -0.9

Properties
Orbital gap: 8.05 eV
Charge: +1
LUMO energy: -4.034 eV
Relative energy (zero: lowest compared OMol25 entry of this formula, charge and spin): 418.5 kJ/mol
Total energy: -413.58855 hartree